(1)
105
Properties=species:S:1:pos:R:3:forces:R:3:mulliken_charge:R:1 method="wB97M-V/def2-TZVPD" total_energy_ev=-127502.5822 charge=-1 e_above_lowest_kj_mol=0.00 homo_lumo_gap_ev=7.301 lumo_ha=0.068
Rb 0.164931 1.191311 0.569951 0.000 0.259 -0.269 0.30
C -2.207282 4.567369 -0.474479 0.003 -0.026 0.164 -0.74
C -1.917302 4.312450 -1.943606 0.041 -0.007 -0.127 -1.00
S -1.110054 2.717326 -2.256970 0.012 0.053 -0.049 0.44
C -0.539876 3.055968 -3.959213 -0.064 -0.035 0.016 -1.25
C 0.910152 2.706587 -4.290016 0.037 0.022 0.024 -0.70
S 2.177246 3.310800 -3.157504 -0.009 -0.005 0.035 -0.02
C 1.928318 5.098432 -3.295392 0.004 -0.029 -0.003 -0.13
C 2.884397 5.870986 -2.373726 0.017 0.001 0.034 -1.05
S 3.325563 5.139630 -0.770092 0.022 0.013 -0.035 -0.15
C 1.865498 5.331981 0.291999 -0.002 -0.019 0.004 0.17
C 0.565109 5.079954 -0.451222 -0.024 0.091 0.023 0.47
S -0.775032 4.581093 0.667812 -0.025 -0.026 -0.052 -0.02
H -2.867451 3.792158 -0.079780 -0.024 0.014 -0.015 0.26
H -2.737947 5.518362 -0.395172 0.028 0.012 0.025 0.49
H -1.268365 5.099740 -2.330003 -0.016 0.027 0.000 0.30
H -2.861522 4.373866 -2.491181 -0.008 0.008 0.015 0.50
H -0.721734 4.117880 -4.133610 -0.001 0.001 -0.004 0.44
H -1.183637 2.504242 -4.646415 0.006 0.004 -0.013 0.65
H 1.114112 3.066701 -5.303276 -0.009 0.003 -0.002 0.65
H 1.055051 1.626998 -4.284816 0.000 -0.038 0.018 0.09
H 0.892407 5.334883 -3.052081 -0.012 0.027 0.020 -0.13
H 2.101517 5.424687 -4.325284 0.010 0.000 0.000 0.56
H 2.523134 6.893729 -2.242050 -0.001 -0.001 0.000 0.42
H 3.860830 5.937489 -2.857196 -0.011 0.021 -0.024 0.38
H 1.864257 6.314741 0.765480 -0.008 0.007 -0.001 0.51
H 2.035971 4.562356 1.049109 -0.029 0.041 -0.005 -0.48
H 0.702609 4.271526 -1.164991 0.020 -0.036 -0.005 -0.99
H 0.258557 5.990213 -0.968849 -0.013 -0.004 -0.051 0.60
O 2.279418 -0.386043 -3.652099 0.043 -0.001 -0.038 -0.89
C 1.943520 0.057997 -2.541450 -0.088 -0.054 0.118 -0.51
O 0.807457 0.471593 -2.191565 -0.015 -0.001 0.034 0.02
C 3.029551 0.117990 -1.455409 -0.136 0.035 -0.085 0.12
C 4.200830 -0.618387 -1.574789 0.068 0.026 0.005 -0.67
C 5.119432 -0.574696 -0.536666 -0.019 -0.002 -0.006 -0.68
C 4.844778 0.202511 0.578650 0.005 0.030 -0.033 -0.52
C 3.662017 0.930816 0.597387 -0.063 0.046 0.135 -0.01
N 2.776321 0.882102 -0.395297 0.258 -0.086 0.056 0.89
C 3.259025 1.747941 1.836857 0.118 -0.171 0.035 0.37
O 3.833861 1.433626 2.907345 0.019 -0.015 -0.027 -0.97
O 2.361058 2.607102 1.687406 -0.021 -0.015 0.014 -0.58
H 4.352980 -1.202846 -2.471593 0.001 0.001 0.008 0.56
H 6.036006 -1.151396 -0.590450 0.001 0.003 0.000 0.39
H 5.501693 0.253003 1.435372 0.012 -0.007 -0.009 0.53
N -1.446239 -2.399001 0.551652 -0.100 0.015 0.006 -0.33
P 0.214653 -2.515649 0.090310 0.171 -0.017 0.060 1.50
C 0.985131 -2.698398 1.748065 -0.025 0.052 0.012 -0.48
C 1.850303 -1.699182 2.181687 -0.046 -0.004 0.029 0.16
C 2.404918 -1.727516 3.455739 -0.013 0.008 0.000 -0.35
C 2.091515 -2.774245 4.308431 0.003 0.000 0.005 -0.59
C 1.236435 -3.788378 3.885508 0.003 -0.002 0.014 -0.76
C 0.689922 -3.753882 2.612971 -0.017 0.006 -0.018 -0.26
C 0.338471 -4.253068 -0.481153 -0.089 0.002 -0.015 -0.07
C -0.771494 -4.977913 -0.898349 -0.002 -0.008 -0.006 -0.15
C -0.620868 -6.254417 -1.426282 0.004 -0.012 -0.004 -0.58
C 0.640509 -6.817833 -1.541759 0.003 0.004 0.001 -0.48
C 1.755981 -6.095770 -1.132472 -0.006 0.003 0.008 -0.55
C 1.605654 -4.820557 -0.613050 0.016 -0.006 -0.009 -0.70
P -2.400391 -1.142248 -0.209508 -0.033 -0.161 -0.154 0.99
C -2.500465 -1.874746 -1.896559 -0.066 -0.026 0.072 0.38
C -3.474994 -2.785220 -2.311773 0.047 0.007 -0.030 -0.38
C -3.401940 -3.362997 -3.570329 -0.006 0.007 0.008 -0.75
C -2.350233 -3.048281 -4.424241 -0.009 -0.002 0.006 -0.50
C -1.390580 -2.131744 -4.026244 0.007 0.017 0.016 -1.09
C -1.473397 -1.531863 -2.773919 0.020 0.030 -0.041 0.09
C -4.047352 -1.596105 0.462227 0.111 -0.107 0.084 0.02
C -5.048005 -0.630767 0.433828 -0.031 0.044 -0.035 -0.69
C -6.323054 -0.915014 0.903976 0.028 0.001 -0.010 -0.59
C -6.602998 -2.168013 1.428800 0.006 -0.032 0.010 -0.46
C -5.605449 -3.133740 1.480810 -0.046 0.008 0.008 -0.65
C -4.336887 -2.850632 0.998872 0.050 0.068 -0.009 -0.06
H -1.572749 -2.403882 1.559125 0.007 0.039 -0.009 0.33
H 2.099102 -0.878330 1.524409 0.052 0.029 -0.099 -0.02
H 3.068406 -0.924382 3.755805 0.000 0.000 -0.011 0.52
H 2.516163 -2.808360 5.304651 0.001 -0.001 0.000 0.40
H 1.000219 -4.609921 4.551365 -0.001 -0.001 -0.002 0.40
H 0.035216 -4.552731 2.281042 0.001 -0.001 0.002 0.42
H -1.755405 -4.534206 -0.816400 -0.006 0.013 -0.001 0.14
H -1.494618 -6.804901 -1.754242 0.003 -0.001 0.002 0.40
H 0.758099 -7.811599 -1.955998 0.002 -0.001 0.001 0.36
H 2.745559 -6.525841 -1.225744 0.002 0.000 0.000 0.40
H 2.481121 -4.256978 -0.306788 -0.001 0.000 -0.003 0.39
H -4.296627 -3.048175 -1.658689 -0.012 -0.004 0.054 0.36
H -4.164940 -4.066368 -3.882750 0.003 -0.001 -0.002 0.40
H -2.286628 -3.515053 -5.400021 -0.005 0.001 0.000 0.39
H -0.564320 -1.866842 -4.674861 0.001 -0.007 0.005 0.55
H -0.718941 -0.797710 -2.501328 0.030 -0.004 0.036 0.41
H -4.820821 0.353699 0.039105 -0.015 0.007 -0.001 0.44
H -7.094058 -0.155416 0.871945 0.003 0.006 -0.005 0.39
H -7.594150 -2.390258 1.804413 0.001 0.000 0.003 0.37
H -5.818447 -4.111073 1.896524 -0.001 0.003 0.001 0.40
H -3.554249 -3.599283 1.033720 -0.050 -0.021 -0.012 0.33
N 2.003511 2.912263 4.530430 0.026 0.338 0.067 -0.80
N 1.187472 2.316468 5.487249 -0.160 -0.267 0.019 -0.04
C 0.218956 1.412145 5.276847 0.164 0.121 -0.041 0.59
N -0.345576 0.870409 6.377627 -0.108 0.032 0.088 -0.40
N -0.048524 1.096961 4.010948 -0.134 -0.102 -0.106 0.00
N -1.092982 0.259387 3.775964 0.193 0.114 0.319 0.44
O -2.008082 0.088605 4.589398 -0.021 -0.055 -0.047 -0.80
O -1.098715 -0.275778 2.681257 -0.140 -0.074 -0.060 -0.28
H 1.453742 3.228349 3.738285 0.025 -0.128 -0.023 0.31
H 2.706973 2.262564 4.156166 -0.065 -0.075 -0.090 0.36
H 1.320250 2.636305 6.431224 0.060 0.005 -0.019 0.15
H -0.068269 1.210499 7.280864 0.009 0.006 -0.021 0.17
H -1.263266 0.471801 6.250133 0.027 -0.040 0.018 0.25

(2)
18
Properties=species:S:1:pos:R:3:forces:R:3:mulliken_charge:R:1 method="wB97M-V/def2-TZVPD" total_energy_ev=-7879.4775 charge=-1 e_above_lowest_kj_mol=61.97 homo_lumo_gap_ev=6.847 lumo_ha=0.162
C 0.721827 -1.512313 -0.545922 0.321 0.496 0.163 -0.62
O 1.058092 -0.693217 0.473780 -0.074 -0.554 -0.194 -0.76
C -0.543659 -1.032294 -1.260577 -0.223 0.392 -0.797 -0.07
N -0.926916 -1.804677 -2.476874 0.434 -0.398 -0.487 -0.69
H 1.530700 -1.586470 -1.333864 -0.166 -0.050 -0.127 0.19
H 0.510677 -2.582647 -0.287284 0.080 -0.133 0.215 0.20
H -1.378238 -1.033573 -0.553846 0.051 -0.048 0.023 0.12
H -0.383866 0.001812 -1.585893 0.068 0.097 0.369 0.21
H -0.937310 -1.187933 -3.282440 -0.358 0.278 0.157 0.23
H -0.133603 -2.389407 -2.749273 -0.085 -0.228 0.515 0.24
C 0.253237 2.216020 1.125408 -0.703 -0.175 0.313 -0.69
C -0.130095 1.262765 2.260426 0.099 0.266 0.245 -0.74
H 0.607894 1.605290 0.296050 0.268 0.079 0.062 0.16
H 1.002253 2.929407 1.477102 0.076 0.023 -0.222 0.28
H -0.633120 2.777265 0.805670 0.115 0.084 -0.100 0.24
H 0.786057 0.865241 2.695851 -0.099 -0.145 0.086 0.21
H -0.719998 1.761310 3.045751 0.160 0.029 -0.076 0.34
H -0.683933 0.403419 1.895934 0.035 -0.013 -0.144 0.16